(1)
Here is a structure of composition C2H6AlFOPb in a non-equilibrium geometry from the OMol25 dataset. Energies are from ωB97M-V with the def2-TZVPD basis set.

The geometry in XYZ format:
```
12
Properties=species:S:1:pos:R:3:forces:R:3:mulliken_charge:R:1
Al -2.649675 2.616390 -2.852739 -0.18 -0.18 -0.76 1.070
Pb -2.214115 4.302310 1.016621 0.46 -0.81 -0.02 1.784
F -1.423295 2.251190 -0.149979 -0.59 1.11 0.66 -0.721
C 1.220535 -1.935520 0.235061 -4.23 1.70 2.63 -0.644
C 0.616495 -0.450220 0.308981 -2.66 -6.17 -6.84 0.034
O -0.675315 -0.424530 -0.292329 4.60 -1.16 3.07 0.005
H 1.798125 -2.019220 -0.685529 1.99 0.90 -1.46 0.386
H 0.384305 -2.634500 0.250711 -0.29 -0.01 0.16 0.383
H 1.898125 -2.290640 1.011501 1.23 -0.42 0.37 0.441
H 1.247115 0.325220 -0.125889 0.29 2.19 0.13 0.431
H 0.728025 -0.217820 1.368061 0.85 0.06 2.73 0.456
H -0.930325 0.477340 -0.084469 -1.46 2.78 -0.68 0.375
```
Forces are in eV/Å.

Values from the calculation:
frontier orbital gap: 2.81 eV
HOMO level: -25.7 eV
total energy: -688.0399 Ha
relative energy (zero: lowest compared OMol25 entry of this formula, charge and spin): 0.0 kcal/mol
total charge: +4



(2)
Here is the molecule C3H8N2O2 in a non-equilibrium geometry from the OMol25 dataset. Energies are from ωB97M-V with the def2-TZVPD basis set.

The geometry in XYZ format:
```
15
Properties=species:S:1:pos:R:3:forces:R:3:mulliken_charge:R:1
O -0.817648 -1.597179 -1.014599 0.36 0.27 -0.06 -0.630
C -0.452120 -0.591878 -0.432141 -0.28 -0.26 -0.06 0.525
N 0.065928 0.489124 -1.091984 0.13 0.27 0.39 -0.126
C 0.288022 1.790719 -0.496293 0.66 -0.89 0.04 -0.624
O 1.538484 1.924835 0.169176 -0.06 0.12 -0.17 -0.517
C -0.560313 -0.529210 1.090963 0.82 -0.43 -0.36 -0.280
N -0.070864 -1.829933 1.565468 -0.38 0.02 0.11 -0.708
H 0.440830 0.319844 -2.009741 -0.29 -0.10 -0.19 0.234
H -0.450666 1.921897 0.287560 -0.18 0.36 -0.23 0.402
H 0.209119 2.500381 -1.313993 -0.24 0.36 0.17 0.372
H 2.227704 2.169476 -0.460100 -0.15 -0.12 0.07 0.314
H -1.603928 -0.362095 1.342373 -0.22 0.39 0.13 0.245
H 0.117153 0.231207 1.479861 -0.38 0.14 0.13 0.315
H -0.437072 -1.995098 2.494804 0.13 -0.01 0.10 0.233
H -0.497725 -2.531380 0.969788 0.08 -0.12 -0.06 0.244
```
Forces are in eV/Å.

Values from the calculation:
frontier orbital gap: 10.08 eV
structure (SMILES): NCC(=O)NCO
HOMO level: -9.5 eV
total energy: -379.1016 Ha
relative energy (zero: lowest compared OMol25 entry of this formula, charge and spin): 24.8 kcal/mol
total charge: 0



(3)
Here is a cluster of 2 separate species, C2H4N3OS in total in a non-equilibrium geometry from the OMol25 dataset. Energies are from ωB97M-V with the def2-TZVPD basis set.

The geometry in XYZ format:
```
11
Properties=species:S:1:pos:R:3:forces:R:3:mulliken_charge:R:1
C -1.018919 -1.811568 -0.843977 -0.70 -0.56 0.47 -0.508
C 0.304169 -1.957946 -0.912379 -0.60 0.84 0.35 0.030
N 0.898988 -1.498792 1.310756 0.23 -0.38 -3.10 0.159
N 0.049625 -0.906997 1.987233 -0.79 1.26 2.34 0.315
N 1.177653 -1.574771 0.065610 1.70 0.16 2.49 -0.343
O -0.226090 -0.957674 3.180965 0.19 -0.64 -1.72 -0.475
S 0.618771 7.066559 0.074109 -0.20 0.25 -1.32 -0.948
H -1.566894 -1.428406 0.088656 0.68 -1.00 -1.74 0.252
H 0.792697 -2.052691 -1.873527 0.07 -0.66 0.11 0.332
H 0.417715 7.325572 -1.293260 0.19 -0.25 1.31 -0.052
H -1.447715 -2.203286 -1.784186 -0.77 0.97 0.82 0.237
```
Forces are in eV/Å.

Values from the calculation:
frontier orbital gap (alpha / beta): 1.97 / 1.97 eV
HOMO level (alpha / beta): -2.2 / -2.2 eV
total energy: -716.1034 Ha
relative energy (zero: lowest compared OMol25 entry of this formula, charge and spin): 98.7 kcal/mol
total charge: -1



Among the records above, which one has the lowest total charge?
C2H4N3OS



Which value of total charge does entry 2 give?
0